# 1
Formula: C24H42BrN3OSi4TeW
Source: OMol25
Level of theory: ωB97M-V with the def2-TZVPD basis set

Calculated values
- expectation value of S² = 2.24
- DFT total energy (eV) = -142746.9993
- orbital gap (alpha / beta) (eV) = 5.30 / 4.42

Geometry as ORCA input:
```
! wB97M-V def2-TZVPD RIJCOSX def2/J DEFGRID3
* xyz 2 3
W 1.70243 1.55046 0.62797
Te 0.28732 0.03806 -0.84046
Br 8.57940 4.21532 0.48795
Si -3.26047 -1.01266 -2.38654
Si -0.94459 -3.84421 -0.78430
Si -2.73570 -1.16838 1.77083
Si -1.83894 -1.37709 -0.44608
O 3.37111 0.87992 -0.56167
N 0.15927 2.72721 1.21950
N 4.90591 -0.66954 -1.05233
N 2.59848 3.28496 0.46375
C -2.47104 -4.90238 -1.06636
C 5.93525 4.61905 -0.48665
C 1.63991 3.70694 -0.38687
C -0.83811 3.98760 -0.60897
C 6.70178 4.01288 0.50109
C -2.12259 3.42074 1.33001
C 6.10030 3.24520 1.49206
C 3.95467 3.61757 0.44167
C -1.26073 -0.94140 2.94786
C -1.02763 2.79076 1.85633
C 3.95667 -0.19208 -0.26863
C 0.32820 -3.89267 -2.16956
C 4.56881 4.42659 -0.51508
C -4.88697 -1.83757 -1.90628
C 2.57893 -0.06116 1.81488
C 3.53656 -0.93437 0.96266
C -3.49654 0.86335 -2.44460
C -3.70281 -2.73178 2.20169
C -3.97050 0.26917 1.79229
C 0.30378 3.46850 0.03723
C -2.03938 3.97602 0.04287
C 4.73590 3.05341 1.45925
C -2.46285 -1.80046 -3.90157
C -0.20614 -4.09922 0.93436
H -1.56942 -0.50705 3.89979
H 0.48539 -3.30301 1.20951
H -3.26585 -4.66640 -0.35939
H 0.33844 -5.04505 0.98065
H 6.70071 2.80952 2.27796
H -3.05162 3.46882 1.87683
H -3.06982 -3.61278 2.29517
H 4.24127 2.50138 2.25146
H -2.55548 1.38075 -2.63692
H -0.98887 -4.14332 1.69046
H 5.43613 -1.48979 -0.80914
H 4.43132 -1.24793 1.50728
H -2.52351 -2.88737 -3.84678
H 3.98230 4.91621 -1.28080
H -4.75548 0.09074 1.05584
H -3.51509 1.23054 1.56287
H 1.85788 4.33194 -1.24483
H 6.40993 5.23559 -1.23621
H 5.16604 -0.16702 -1.88812
H -2.97075 -1.49457 -4.81691
H 1.95699 -0.74869 2.39307
H 1.18974 -3.26412 -1.94305
H -0.81079 -1.90950 3.16982
H -4.20331 1.15542 -3.22324
H 3.03444 -1.85303 0.64255
H -5.27444 -1.43529 -0.97017
H 3.20561 0.43713 2.57348
H -3.89470 1.21806 -1.49271
H -2.91688 4.40655 -0.41736
H -0.71864 4.42622 -1.58988
H -1.06652 2.29239 2.81703
H 0.68390 -4.91488 -2.31435
H -2.21822 -5.95602 -0.92986
H -4.22197 -2.60067 3.15208
H -4.46150 0.35307 2.76361
H -5.64361 -1.66146 -2.67245
H -0.08996 -3.55496 -3.11708
H -1.41341 -1.52048 -3.99394
H -4.78817 -2.91654 -1.79114
H -4.46077 -2.94485 1.44734
H -0.48107 -0.30220 2.52383
H -2.86996 -4.79611 -2.07457
*
```



# 2
Formula: C33H33ClO7P3S3Sn
Source: OMol25
Level of theory: ωB97M-V with the def2-TZVPD basis set

Calculated values
- DFT total energy (eV) = -127802.8574
- orbital gap (eV) = 6.63

Geometry as ORCA input:
```
! wB97M-V def2-TZVPD RIJCOSX def2/J DEFGRID3
* xyz 1 1
Sn 0.06100 -0.38433 -0.58891
Cl 0.68266 -3.05694 -1.34979
S -2.07555 0.53893 -2.90955
S -3.60869 1.53357 -3.98354
S -0.64371 2.47602 0.66134
P -2.51533 2.49213 -2.44277
P 2.48332 0.95180 -1.67363
P -2.17111 -0.39760 1.34045
O 0.37139 1.45954 0.95475
O 1.70672 -2.37059 -0.57030
O -0.51366 -3.04987 -0.53840
O -0.14326 3.81425 0.58817
O 1.08141 -4.34705 -1.70498
O -1.28591 2.07001 -0.67067
O 0.42162 -2.22544 -2.50397
C -2.79128 3.43998 3.88074
C -3.94584 -1.71327 -0.25555
C 0.15634 5.56290 -4.56952
C -3.81305 3.35628 -1.49144
C -2.39378 1.12508 2.33839
C -5.90029 0.25614 -0.29210
C -3.47030 4.19478 -0.43464
C -3.42379 -3.37904 3.88473
C -1.42501 3.68870 -3.26370
C -5.73070 5.00801 -0.33528
C -3.45699 -2.36095 2.94388
C -4.43296 5.00058 0.15052
C -3.35008 2.23182 4.26560
C -6.08634 -0.92248 -0.99697
C -0.44845 4.38690 -2.55739
C -2.27602 -1.71190 2.59572
C -2.00942 3.49575 2.74018
C -4.74059 0.45655 0.44643
C -1.06727 -2.09325 3.17853
C -5.10732 -1.90875 -0.98175
C -1.81835 2.35188 1.97819
C 0.33106 5.32503 -3.21583
C 3.69533 0.48557 -2.97095
C -3.77051 -0.53758 0.48077
C -3.15289 1.08944 3.50561
C -0.81683 4.86877 -5.27085
C -6.06406 4.20357 -1.41379
C -1.61291 3.93809 -4.62536
C -2.22149 -3.75296 4.46754
C 2.76990 2.76394 -1.52609
C 3.37493 0.39387 -0.15928
C -5.11582 3.37523 -1.99004
C -1.04213 -3.11014 4.11836
H -5.39187 2.75890 -2.83158
H -4.33904 -3.88772 4.15731
H -6.66036 1.02675 -0.31242
H 4.68109 0.88106 -2.72636
H -0.29990 4.21312 -1.50530
H -6.99784 -1.07222 -1.56070
H -3.16181 -2.46476 -0.24915
H 3.37571 0.88456 -3.93327
H 2.82510 0.72534 0.72394
H 0.77766 6.28971 -5.07545
H -1.52298 4.41175 2.43105
H -0.15149 -1.59362 2.87909
H -4.38905 -2.07957 2.47050
H 3.81826 2.95995 -1.29910
H 3.43058 -0.69437 -0.14176
H -5.24416 -2.81980 -1.54960
H -4.60327 1.37585 1.00334
H -4.15889 5.64938 0.97208
H 1.07050 5.88719 -2.66075
H -0.10774 -3.41452 4.57036
H -2.95241 4.32965 4.47349
H 3.73877 -0.60057 -3.04561
H -2.45480 4.25307 -0.09280
H -3.93135 2.17117 5.17611
H -6.47282 5.65750 0.10897
H -0.96906 5.06354 -6.32375
H 2.14555 3.17091 -0.73078
H 2.50963 3.25137 -2.46378
H 4.38154 0.80983 -0.12512
H -7.06402 4.23524 -1.82514
H -2.37462 3.41487 -5.18055
H -2.20180 -4.56001 5.18763
H -3.59074 0.15332 3.82440
*
```



The highest DFT total energy belongs to which entry? C33H33ClO7P3S3Sn



The highest DFT total energy belongs to which entry? C33H33ClO7P3S3Sn



Which value of DFT total energy does entry 2 give? -127802.8574 eV